Formula: C11H17AsF10NO5
Source: the OMol25 dataset
Level of theory: ωB97M-V with the def2-TZVPD basis set

```
45
Properties=species:S:1:pos:R:3:forces:R:3
C -3.64795 2.88998 -0.68349 1.46 0.30 0.86
O -4.14891 1.52945 -0.65225 0.39 0.91 -1.67
C -3.86466 0.81025 -1.87110 -0.36 -1.19 -0.79
C -2.49796 -0.03985 -1.86655 -0.18 -0.75 0.56
C -1.43767 0.37084 -0.74412 0.83 0.58 0.55
C -0.45309 1.57414 -1.15228 0.21 -0.24 -0.92
C 0.92701 1.55665 -0.33718 -0.20 -0.25 -0.68
C 0.77869 1.40946 1.24828 0.35 0.24 -0.75
O 1.96321 0.65135 1.69914 -2.12 -1.27 0.17
C 1.45614 -0.44235 2.46621 0.12 0.95 4.76
O 1.37322 -0.25893 3.71243 0.25 -1.01 -4.85
C 0.94369 -1.83759 1.87995 -0.74 -0.27 -0.15
O 1.93231 -2.58345 1.13388 -1.29 0.20 2.22
N 2.26935 -1.89451 -0.00810 3.25 0.76 -0.33
O 3.46196 -1.83416 -0.03853 -2.29 0.01 -0.93
C 0.67680 2.83634 2.02875 0.99 -1.24 0.76
F 0.65094 3.95635 1.15682 0.19 -2.01 1.71
F 1.82487 2.89134 2.89450 -2.52 0.80 -1.96
C -0.60812 2.95382 2.98363 0.10 0.76 1.07
F -0.33926 2.27209 4.21854 -0.91 1.32 -2.92
F -1.80615 2.44830 2.41274 2.43 0.52 0.88
H -4.40304 3.64354 -0.26981 0.75 -1.23 -0.85
H -2.74398 2.92237 0.03789 -1.36 0.14 -1.09
H -3.23328 3.19585 -1.71790 -0.98 -0.44 1.52
H -4.72139 0.04508 -2.00159 1.27 1.28 0.29
H -3.89278 1.46107 -2.81607 0.01 -0.48 1.54
H -2.79401 -1.13494 -1.64901 0.51 1.69 -0.33
H -2.05023 -0.05181 -2.93174 -0.50 0.18 1.78
H -0.75284 -0.52304 -0.47827 -1.13 1.24 -0.73
H -1.91773 0.67452 0.26248 0.24 -0.65 -1.73
H -0.95013 2.61050 -1.13720 0.65 -1.61 0.22
H -0.17371 1.39552 -2.26147 -0.30 0.36 1.70
H 1.52366 0.64559 -0.71978 -0.98 1.33 0.91
H 1.54878 2.47707 -0.63702 -0.95 -1.32 0.76
H -0.12189 0.80500 1.59744 0.84 1.01 -0.90
H 0.63949 -2.47466 2.78678 0.75 1.08 -1.45
H 0.00825 -1.70882 1.23574 1.18 0.20 0.77
H -0.77427 4.07837 3.17912 0.11 -1.89 0.00
F 4.52600 -3.89401 -2.41868 -0.76 -1.12 0.46
As 3.62286 -5.33182 -1.85164 0.25 -0.18 -0.04
F 5.02615 -6.37091 -2.24771 -1.12 0.83 0.31
F 2.97541 -5.57620 -3.50303 0.48 0.22 1.31
F 2.71809 -6.76908 -1.28424 0.68 1.16 -0.45
F 2.21705 -4.29186 -1.45514 0.98 -0.74 -0.29
F 4.26911 -5.08683 -0.20045 -0.57 -0.16 -1.33
```
Forces are in eV/Å.

## Properties
Lowest unoccupied orbital energy (eV): 2.15
Charge: -1

Formula: C33H66N2O10S
Source: the OMol25 dataset
Level of theory: ωB97M-V with the def2-TZVPD basis set

```
112
Properties=species:S:1:pos:R:3:forces:R:3
N -0.87125 -0.76317 -0.66896 0.41 0.22 0.20
C -0.05359 0.21400 -1.42333 -0.98 -1.10 0.15
C -0.63530 0.36112 -2.82076 0.18 0.72 0.04
C 0.32848 0.89692 -3.88167 0.23 -0.27 0.34
C 1.76617 0.37942 -3.80897 -0.90 -0.21 -0.13
C 1.99119 -1.11392 -4.04502 1.26 1.11 -0.43
S 3.87077 -1.24014 -4.22320 0.28 -0.22 0.04
C 1.69132 -2.11937 -2.94262 0.33 0.36 -0.56
O 1.99051 -3.36468 -3.56470 0.09 -0.64 -0.22
C 1.96084 -3.25388 -4.92554 0.25 -1.26 -1.60
O 2.26772 -4.16055 -5.68113 -0.44 1.80 1.73
C 1.48986 -1.81000 -5.29588 -0.32 -2.03 0.62
C -0.04397 -1.94983 -5.50334 -0.30 -0.15 -0.08
N -0.57396 -3.28117 -5.16357 0.50 0.39 0.15
H -0.27722 -1.15618 0.05705 -0.37 0.06 0.05
H -1.06660 -1.56172 -1.25782 -0.06 -0.11 -0.17
H 0.97048 -0.14521 -1.43444 0.36 0.37 -0.08
H -0.14869 1.14975 -0.89022 0.43 0.41 0.08
H -1.44970 1.07234 -2.74799 -0.39 0.06 -0.04
H -1.10544 -0.56783 -3.11785 0.07 -0.42 -0.13
H -0.05877 0.69412 -4.87112 -0.20 0.07 -0.28
H 0.37742 1.97718 -3.79954 0.04 0.29 0.07
H 2.33137 0.92342 -4.55252 0.17 0.09 -0.30
H 2.20543 0.64071 -2.85562 0.18 0.07 0.27
H 4.22010 0.04533 -4.08863 -0.17 0.03 0.05
H 0.67984 -2.13975 -2.56407 -0.39 0.09 0.06
H 2.40255 -1.92696 -2.15690 -0.03 -0.26 0.56
H 2.01838 -1.58881 -6.20423 0.07 0.57 -0.29
H -0.60078 -1.20605 -4.95214 0.12 0.36 0.05
H -0.25314 -1.77096 -6.54733 0.00 0.06 -0.34
H -0.87558 -3.27089 -4.20179 -0.26 -0.28 0.08
H -1.34220 -3.53583 -5.75987 -0.18 -0.03 0.00
C 1.27237 -5.08060 0.73427 -0.27 0.10 -0.18
C 0.79311 -3.80003 1.35204 0.03 -0.08 -0.05
C 0.63565 -3.76333 2.84868 -0.06 0.31 -0.10
O 0.54695 -2.82447 0.66942 0.19 -0.12 0.12
H 1.33638 -4.96186 -0.34585 0.02 -0.01 0.00
H 2.25774 -5.32820 1.11897 0.01 -0.12 0.07
H 0.57347 -5.88859 0.96150 0.07 -0.03 0.11
H 1.59511 -3.96487 3.32749 -0.03 -0.16 0.02
H -0.09168 -4.51087 3.16813 0.12 -0.11 0.06
H 0.28475 -2.78090 3.15631 -0.03 -0.06 0.03
C 6.73060 3.94985 -3.79089 -0.22 -0.06 0.08
C 6.64984 2.48373 -4.13673 0.06 0.01 -0.02
C 7.85015 1.87154 -4.81505 -0.15 -0.19 0.02
O 5.66675 1.82826 -3.88154 -0.12 -0.02 0.02
H 5.80618 4.26033 -3.31011 -0.01 -0.01 0.00
H 7.56329 4.12727 -3.10892 0.09 0.05 -0.11
H 6.87617 4.53947 -4.69706 0.15 0.02 0.03
H 8.72850 1.96421 -4.17475 0.05 0.12 -0.08
H 8.04129 2.37658 -5.76286 0.11 0.08 0.06
H 7.66015 0.81816 -5.00669 -0.01 0.00 0.00
C -5.95519 1.48084 0.80584 -0.20 -0.02 -0.19
C -5.09746 0.92371 -0.31033 0.07 -0.02 0.07
C -3.65092 0.65767 0.01097 -0.31 0.15 -0.44
O -5.56425 0.70562 -1.40565 -0.04 0.03 -0.02
H -6.97201 1.62670 0.44660 0.01 -0.01 -0.01
H -5.97148 0.78357 1.64590 0.10 0.08 0.07
H -5.55476 2.43777 1.14271 0.08 -0.06 0.14
H -3.57691 -0.06767 0.82008 0.12 0.08 0.14
H -3.15622 1.58461 0.30747 -0.05 -0.15 0.22
H -3.15084 0.25594 -0.86056 0.02 -0.11 -0.02
C -1.51043 4.93411 2.92286 0.10 -0.29 0.00
C -2.48917 4.19453 2.04104 0.06 0.04 -0.02
C -3.63445 4.98999 1.48189 -0.03 -0.11 0.01
O -2.34766 3.01320 1.80396 -0.08 0.15 0.10
H -0.73282 4.25257 3.26294 0.00 0.01 -0.01
H -1.04775 5.74808 2.36344 -0.08 0.11 0.07
H -2.02714 5.34580 3.79117 -0.01 0.16 -0.06
H -3.25330 5.80966 0.86906 -0.02 0.08 0.11
H -4.24561 5.38892 2.30200 0.25 0.03 -0.31
H -4.25695 4.34758 0.86278 0.00 0.01 -0.03
C 4.53537 -3.36826 -0.99088 -0.13 -0.13 0.15
C 5.08208 -4.52521 -0.19209 -0.08 0.11 -0.08
C 6.53619 -4.87209 -0.39127 -0.06 -0.19 0.16
O 4.38102 -5.14741 0.57361 0.19 -0.06 0.09
H 3.48316 -3.22918 -0.74963 0.01 -0.04 0.03
H 5.07983 -2.45437 -0.74707 0.08 0.00 -0.15
H 4.62970 -3.56724 -2.05990 0.08 0.11 0.00
H 7.16269 -4.02067 -0.12176 0.02 0.04 -0.14
H 6.71670 -5.13575 -1.43420 0.05 0.14 -0.03
H 6.79689 -5.71870 0.23941 -0.01 -0.01 0.01
C 0.20337 1.07114 2.29095 0.18 0.23 0.11
C 1.48177 1.06624 3.08692 -0.01 -0.06 0.00
C 2.09447 -0.28289 3.38285 0.19 0.16 0.12
O 1.99600 2.09163 3.47276 0.01 0.04 0.02
H -0.13602 2.09052 2.14584 -0.05 0.01 -0.01
H 0.37245 0.61228 1.31747 -0.09 -0.17 0.05
H -0.57099 0.51658 2.82395 0.00 -0.13 -0.12
H 2.33248 -0.79701 2.44943 -0.15 -0.10 0.01
H 1.39472 -0.89085 3.95882 -0.04 -0.06 -0.11
H 3.00733 -0.14921 3.95945 0.00 0.02 0.00
C -3.10351 -2.52827 3.10876 0.23 -0.09 0.05
C -2.77307 -2.03396 4.49586 -0.04 -0.01 -0.04
C -3.90807 -1.44348 5.29765 0.18 0.03 0.16
O -1.65388 -2.10709 4.94612 0.08 0.03 0.01
H -2.20663 -2.92395 2.63810 0.01 0.03 -0.02
H -3.85585 -3.31698 3.16261 -0.11 0.09 -0.04
H -3.48640 -1.70869 2.50145 -0.14 -0.01 -0.02
H -4.69328 -2.18763 5.43870 -0.09 0.06 -0.11
H -4.32140 -0.57838 4.77616 -0.11 -0.08 -0.06
H -3.53833 -1.12875 6.27070 0.02 0.00 0.00
C -5.06637 4.36234 5.50618 0.11 0.08 -0.20
C -6.15124 4.89929 4.60488 -0.04 -0.01 -0.01
C -7.56790 4.81070 5.11275 -0.04 0.10 -0.22
O -5.89775 5.37791 3.52260 -0.17 0.02 0.21
H -4.09835 4.48319 5.02587 0.01 0.00 -0.01
H -5.06338 4.90591 6.45183 -0.06 -0.11 0.07
H -5.23397 3.30234 5.70145 -0.05 0.02 0.13
H -7.66655 5.37270 6.04246 0.00 -0.12 0.09
H -7.83585 3.76855 5.29245 0.02 0.01 0.15
H -8.24512 5.22836 4.37195 0.01 0.00 -0.01
```
Forces are in eV/Å.

## Properties
ΔE to the lowest compared entry with this formula, charge and spin (kcal per mole): 0.0
Lowest unoccupied orbital energy (eV): 0.31